Computed, not measured: a molecular structure, C43H40N8O2PbSi, with ωB97M-V/def2-TZVPD.

Element x y z (Å)
Pb 0.132 1.158 0.175
O -1.445 -0.150 -1.999
C -2.531 -0.892 -1.656
C -3.782 -0.657 -2.218
C -4.866 -1.444 -1.866
C -4.701 -2.490 -0.968
C -3.455 -2.706 -0.406
C -2.355 -1.897 -0.704
C -1.085 -2.227 -0.017
N -0.181 -1.433 0.413
N 0.840 -2.091 1.100
C 1.989 -1.420 1.065
O 2.230 -0.339 0.462
C 3.109 -2.023 1.899
C 4.419 -1.715 1.550
C 5.489 -2.296 2.224
C 5.258 -3.178 3.270
C 3.951 -3.467 3.650
C 2.882 -2.898 2.967
H -3.903 0.154 -2.926
H -5.839 -1.239 -2.298
H -5.536 -3.134 -0.711
H -3.314 -3.512 0.306
H -0.928 -3.284 0.197
H 4.584 -1.022 0.735
H 6.506 -2.066 1.924
H 6.091 -3.644 3.784
H 3.764 -4.153 4.469
H 1.861 -3.134 3.235
C 3.961 4.687 0.845
N 3.882 3.569 1.763
C 5.166 3.075 2.264
C 2.721 2.845 1.799
N 1.718 3.007 1.013
N 2.690 1.905 2.825
C 1.807 0.854 3.048
N 2.295 -0.041 3.963
N 0.634 0.782 2.538
H 4.800 5.315 1.138
H 3.061 5.297 0.901
H 4.111 4.360 -0.192
H 5.494 3.625 3.148
H 5.922 3.190 1.490
H 5.128 2.012 2.494
H 1.901 3.666 0.265
H 3.444 1.952 3.479
H 3.293 -0.102 4.065
H 1.850 -0.944 3.950
H 0.146 -0.061 2.831
N -5.895 5.459 2.572
C -5.031 4.765 2.255
C -3.947 3.894 1.854
C -2.787 3.816 2.627
C -1.750 2.983 2.230
C -1.819 2.208 1.067
C -2.997 2.308 0.317
C -4.052 3.129 0.694
H -2.710 4.412 3.529
H -0.855 2.937 2.848
H -3.110 1.734 -0.603
H -4.954 3.185 0.095
C 3.449 1.891 -2.875
C 2.571 2.679 -3.611
C 1.241 2.292 -3.750
C 0.772 1.115 -3.159
C 1.675 0.326 -2.436
C 2.998 0.713 -2.285
Si -0.976 0.534 -3.452
C -0.939 -0.805 -4.737
C -0.882 -0.539 -6.108
C -0.680 -1.563 -7.023
C -0.526 -2.873 -6.581
C -0.595 -3.159 -5.223
C -0.802 -2.132 -4.308
C -2.064 1.997 -3.824
C -1.953 3.111 -2.982
C -2.816 4.193 -3.110
C -3.805 4.177 -4.086
C -3.921 3.087 -4.939
C -3.057 2.007 -4.808
H 4.486 2.189 -2.768
H 2.922 3.595 -4.078
H 0.565 2.919 -4.324
H 1.339 -0.598 -1.966
H 3.674 0.094 -1.704
H -0.992 0.483 -6.468
H -0.640 -1.343 -8.084
H -0.345 -3.669 -7.295
H -0.486 -4.180 -4.873
H -0.855 -2.368 -3.246
H -1.193 3.122 -2.203
H -2.723 5.040 -2.441
H -4.488 5.012 -4.179
H -4.693 3.074 -5.699
H -3.169 1.151 -5.471

Output
electronic energy: -74382.93719 eV
LUMO level: 0.006 hartree
HOMO level: -6.8 eV

Results of the natural (NBO) charge analysis, in e, for atoms 1 through 4: number 1, Pb, carries 1.34; number 2, O, carries -0.88; number 3, C, carries 0.41; number 4, C, carries -0.30